# 1
Entry from OMol25: 7 unconnected molecules or ions with the total composition C29H72N3O8 (ωB97M-V with the def2-TZVPD basis set).

Output
electronic energy = -1913.93299 Eh
molar mass = 590.91 g mol⁻¹
HOMO = -0.408 hartree
net charge = +1
maximum force = 2.0 eV Å⁻¹
LUMO energy = -2.363 eV

Structure (XYZ):
```
112
Properties=species:S:1:pos:R:3:forces:R:3:lowdin_charge:R:1
C 7.102 -0.565 -0.391 0.1 -1.0 0.3 -0.092
C 6.941 -2.068 -0.694 -0.5 0.7 0.0 -0.268
C 6.940 -2.365 -2.210 -0.4 -0.4 1.2 -0.157
C 6.286 -3.740 -2.477 1.4 0.7 0.3 -0.156
O 5.017 -3.647 -3.126 -0.2 -0.4 -0.5 -0.027
N 4.011 -3.335 -2.214 -0.1 -0.2 0.5 -0.094
C 3.445 -4.517 -1.494 -0.4 -0.1 0.6 0.005
C 2.557 -3.911 -0.382 0.5 0.1 0.2 -0.431
N 1.952 -4.916 0.436 -0.1 -0.1 0.0 0.103
O 1.553 -3.088 -0.914 0.2 -0.1 0.4 -0.041
C 2.138 -1.975 -1.610 -1.3 0.0 0.0 -0.360
N 1.226 -0.977 -2.020 2.0 -0.1 -0.4 0.122
C 1.362 0.163 -1.433 -1.2 0.3 0.4 -0.348
C 0.866 0.385 -0.032 0.3 -0.4 -0.2 -0.001
C 2.041 1.315 -2.092 0.0 0.4 0.2 0.003
C 2.879 -2.577 -2.818 -0.3 0.0 0.0 0.019
H 6.156 -0.041 -0.524 0.1 0.2 -0.4 0.068
H 7.896 -0.176 -1.025 -0.1 0.4 0.1 0.081
H 7.356 -0.464 0.663 0.2 0.3 0.0 0.076
H 7.696 -2.655 -0.173 0.1 0.0 -0.1 0.115
H 5.983 -2.364 -0.238 0.0 -0.2 -0.1 0.086
H 7.977 -2.389 -2.534 0.0 0.2 -0.3 0.121
H 6.410 -1.546 -2.700 0.0 -0.2 -0.4 0.121
H 6.960 -4.326 -3.094 -0.5 -0.2 -0.5 0.136
H 6.234 -4.268 -1.521 -0.4 -0.2 -0.1 0.118
H 4.390 -2.727 -1.473 0.3 0.1 -0.3 0.148
H 4.242 -5.098 -1.035 0.2 0.1 -0.2 0.140
H 2.867 -5.131 -2.177 0.1 0.1 -0.2 0.153
H 3.246 -3.275 0.222 0.0 0.1 -0.1 0.154
H 2.637 -5.570 0.803 0.0 0.0 -0.2 0.094
H 1.548 -4.461 1.249 -0.2 -0.1 -0.1 0.102
H 2.861 -1.524 -0.900 0.2 -0.2 -0.2 0.152
H 0.476 1.394 0.100 0.1 0.0 0.2 0.078
H 0.108 -0.354 0.205 -0.1 0.0 0.0 0.094
H 1.714 0.209 0.645 0.0 0.3 0.1 0.101
H 2.222 2.121 -1.382 -0.2 0.1 0.0 0.084
H 1.487 1.718 -2.940 0.0 -0.2 -0.1 0.103
H 3.019 0.963 -2.430 -0.1 -0.1 -0.3 0.089
H 3.194 -1.835 -3.548 0.4 0.1 0.2 0.132
H 2.236 -3.316 -3.289 -0.1 0.1 -0.2 0.144
C 0.115 1.815 3.987 -0.1 -0.2 0.0 -0.055
C 0.746 2.605 2.856 -0.4 0.4 0.4 -0.497
C 1.394 3.882 3.368 0.2 0.1 -0.2 -0.055
O -0.253 2.925 1.885 0.2 -0.1 -0.3 -0.068
H -0.666 2.410 4.467 0.1 0.0 0.1 0.060
H -0.356 0.906 3.606 0.1 0.0 0.0 0.076
H 0.854 1.533 4.742 0.0 0.0 0.0 0.083
H 1.496 1.992 2.349 -0.1 0.0 -0.2 0.114
H 0.647 4.527 3.838 0.0 -0.1 0.1 0.078
H 1.833 4.446 2.544 0.0 0.0 0.0 0.079
H 2.175 3.666 4.099 0.0 0.0 0.0 0.079
H -0.926 3.465 2.320 -0.1 -0.1 0.0 0.082
C -1.780 4.850 8.534 -0.1 -0.1 0.1 -0.061
C -0.868 4.124 7.556 0.0 0.6 0.0 -0.492
C 0.484 4.813 7.445 0.1 -0.2 -0.1 -0.058
O -1.487 4.064 6.269 0.0 -0.3 -0.1 -0.073
H -1.968 5.873 8.197 0.1 0.0 0.0 0.083
H -2.746 4.349 8.598 0.0 0.0 0.0 0.079
H -1.340 4.889 9.531 0.0 0.0 0.0 0.082
H -0.728 3.093 7.883 -0.1 -0.1 -0.2 0.139
H 0.365 5.835 7.074 -0.1 0.0 0.1 0.084
H 1.124 4.285 6.736 0.0 0.0 0.0 0.067
H 0.990 4.851 8.410 0.0 0.0 0.0 0.082
H -1.620 4.969 5.964 0.0 0.0 0.0 0.088
C -0.983 -6.056 -3.890 0.0 0.0 -0.2 -0.062
C -1.595 -4.669 -3.747 -0.1 -0.4 0.6 -0.499
C -1.190 -4.020 -2.432 -0.1 0.2 -0.1 -0.058
O -3.014 -4.760 -3.829 0.0 0.2 -0.2 -0.048
H -1.329 -6.714 -3.089 0.1 0.1 0.1 0.083
H -1.284 -6.512 -4.833 0.0 0.0 0.0 0.081
H 0.109 -6.014 -3.856 0.0 0.0 0.0 0.067
H -1.275 -4.040 -4.580 -0.2 0.0 -0.1 0.134
H -1.542 -4.613 -1.583 0.1 -0.1 0.0 0.088
H -1.640 -3.031 -2.340 0.1 0.0 0.0 0.085
H -0.110 -3.918 -2.355 0.0 0.0 0.1 0.044
H -3.319 -5.314 -3.101 0.0 0.0 0.0 0.089
C -5.538 2.774 2.922 0.1 0.1 -0.1 -0.062
C -4.095 2.378 3.186 -0.4 0.1 0.5 -0.488
C -4.004 1.307 4.263 0.2 -0.1 0.0 -0.055
O -3.339 3.524 3.587 0.3 0.1 -0.3 -0.071
H -5.994 3.188 3.826 0.0 -0.1 0.1 0.086
H -5.589 3.546 2.154 0.0 -0.1 -0.1 0.080
H -6.131 1.922 2.593 -0.1 0.0 0.0 0.063
H -3.640 2.010 2.264 0.1 0.1 0.0 0.136
H -4.413 1.676 5.207 -0.1 0.0 0.0 0.085
H -2.963 1.037 4.448 0.0 0.0 0.0 0.064
H -4.552 0.409 3.974 0.0 0.0 0.0 0.081
H -3.724 3.863 4.403 0.1 -0.1 0.0 0.080
C -10.096 1.664 0.032 -0.1 -0.1 0.2 -0.064
C -8.941 2.583 0.399 0.0 -0.3 -0.6 -0.494
C -8.534 3.456 -0.777 0.1 0.2 0.1 -0.063
O -7.824 1.806 0.835 0.0 0.1 0.2 -0.070
H -9.809 0.992 -0.782 0.0 0.1 -0.1 0.081
H -10.374 1.040 0.882 0.0 0.1 0.0 0.079
H -10.972 2.234 -0.282 0.0 0.0 0.0 0.081
H -9.229 3.213 1.242 0.1 -0.1 0.1 0.139
H -8.198 2.840 -1.616 -0.1 0.0 0.0 0.081
H -7.701 4.105 -0.501 0.0 0.0 0.0 0.077
H -9.364 4.078 -1.115 0.0 0.0 0.0 0.081
H -7.555 1.240 0.102 -0.1 0.0 0.0 0.090
C 1.484 -1.531 -6.562 -0.1 0.0 0.2 -0.060
C 2.139 -0.159 -6.546 0.2 -0.4 -0.4 -0.491
C 2.623 0.242 -7.929 0.1 0.2 0.0 -0.058
O 3.240 -0.160 -5.629 0.0 0.0 0.4 -0.078
H 2.199 -2.295 -6.885 0.0 0.1 -0.1 0.083
H 1.148 -1.806 -5.560 -0.1 0.1 0.0 0.064
H 0.626 -1.554 -7.234 0.0 0.0 0.0 0.086
H 1.427 0.581 -6.177 0.1 0.0 0.2 0.138
H 3.372 -0.465 -8.295 -0.1 -0.1 0.0 0.083
H 3.095 1.224 -7.900 -0.1 0.0 0.0 0.082
H 1.799 0.273 -8.642 0.0 0.0 0.0 0.085
H 3.882 -0.809 -5.942 0.0 0.1 -0.1 0.081
```
Positions in Å, forces in eV/Å.

***

# 2
Entry from OMol25: a molecular structure, C29H72N5O14V (ωB97M-V with the def2-TZVPD basis set).

Output
electronic energy = -3419.13809 Eh
energy above the lowest of the compared OMol25 structures with the same formula, charge and spin = 1.9150 eV
molar mass = 765.86 g mol⁻¹
HOMO = -0.303 hartree
maximum force = 2.7 eV Å⁻¹
LUMO energy = -0.210 eV

Structure (XYZ):
```
121
Properties=species:S:1:pos:R:3:forces:R:3:lowdin_charge:R:1
O -27.019 -7.704 8.411 -1.5 -0.7 -0.1 -0.295
V -28.369 -8.568 8.281 2.4 0.5 -1.2 0.913
O -28.999 -8.239 6.859 0.6 0.1 0.6 -0.303
O -26.170 -11.830 9.190 -0.7 0.3 -1.0 0.127
C -27.047 -10.850 8.875 0.7 1.5 -0.5 -0.783
O -27.563 -10.138 9.750 -1.3 0.1 1.6 -0.046
O -27.198 -10.519 7.671 -0.7 -0.1 -0.6 -0.021
H -25.881 -12.053 8.281 0.3 -0.4 0.6 0.134
C -30.388 -4.531 12.866 0.2 0.2 0.3 -0.106
O -29.514 -5.297 12.070 -0.2 -0.2 -0.9 -0.178
C -29.882 -6.652 11.980 0.2 -0.3 0.1 -0.213
C -29.145 -7.396 10.861 0.6 0.8 1.2 -0.176
N -29.574 -7.110 9.484 -0.1 -1.4 -0.4 -0.063
C -30.951 -7.498 9.132 -0.7 -0.5 0.3 -0.155
C -31.209 -8.994 9.291 0.0 -0.1 -0.1 -0.187
O -30.430 -9.746 8.353 -0.2 0.4 0.6 -0.287
C -30.557 -11.159 8.545 0.5 0.3 -0.3 -0.050
H -30.191 -3.498 12.584 -0.2 0.0 0.2 0.093
H -30.181 -4.670 13.935 0.1 0.0 0.0 0.091
H -31.446 -4.775 12.722 0.0 0.0 -0.3 0.086
H -30.960 -6.748 11.804 -0.1 0.0 0.4 0.113
H -29.592 -7.120 12.929 -0.4 -0.3 -0.1 0.135
H -29.129 -8.449 11.145 -0.2 -0.2 -0.5 0.119
H -28.099 -7.081 10.901 0.0 -0.1 0.0 0.113
H -29.456 -6.106 9.380 0.2 -0.1 -0.6 0.152
H -31.210 -7.292 8.093 0.6 0.5 0.0 0.120
H -31.677 -6.969 9.756 -0.1 -0.1 0.0 0.125
H -32.267 -9.153 9.066 0.0 -0.1 0.2 0.135
H -30.979 -9.366 10.295 -0.2 0.1 0.1 0.127
H -30.000 -11.614 7.728 0.3 0.0 0.2 0.105
H -31.585 -11.510 8.433 -0.1 0.3 0.3 0.098
H -30.118 -11.379 9.520 -0.2 -0.5 0.0 0.098
C -31.960 -5.082 5.758 -0.8 -0.5 0.0 -0.115
O -30.587 -4.839 5.917 -0.3 0.7 -0.6 -0.173
C -29.858 -5.256 4.771 0.4 -1.3 0.3 -0.240
C -28.403 -4.961 5.013 0.0 0.8 0.2 -0.194
N -28.132 -3.543 5.272 -0.2 -0.3 0.2 -0.055
C -28.332 -2.602 4.172 -0.2 -0.4 0.7 -0.206
C -28.158 -1.195 4.713 1.0 0.6 -0.7 -0.252
O -29.247 -0.759 5.482 -0.5 -0.6 -0.1 -0.187
C -29.127 0.545 5.989 -0.8 -0.1 0.1 -0.115
H -32.200 -6.143 5.896 0.1 -0.1 0.1 0.073
H -32.368 -4.838 4.772 0.4 0.2 -0.2 0.074
H -32.569 -4.505 6.454 0.4 0.1 0.3 0.091
H -30.196 -4.852 3.811 -0.5 0.3 0.2 0.118
H -29.916 -6.354 4.735 -0.2 0.0 -0.3 0.111
H -27.806 -5.339 4.181 0.1 0.1 0.0 0.125
H -28.146 -5.519 5.909 0.4 -0.1 0.1 0.111
H -28.774 -3.286 6.016 0.1 0.2 0.1 0.099
H -29.312 -2.684 3.681 -0.1 0.1 0.0 0.114
H -27.581 -2.829 3.413 0.1 0.3 0.0 0.120
H -27.963 -0.519 3.867 -0.4 0.1 -0.1 0.119
H -27.230 -1.130 5.294 0.0 -0.3 0.2 0.124
H -29.140 1.284 5.182 0.6 0.1 0.0 0.088
H -28.295 0.624 6.692 0.3 0.3 -0.3 0.090
H -30.046 0.754 6.541 0.0 -0.2 0.1 0.085
C -24.005 -7.945 7.958 0.6 0.0 0.8 -0.099
O -22.599 -8.023 7.743 -0.4 -0.2 -0.8 -0.182
C -22.250 -7.698 6.423 1.0 0.2 -1.3 -0.253
C -20.821 -8.172 6.148 -0.5 -0.5 1.2 -0.195
N -20.868 -9.638 5.942 0.7 -0.1 -0.4 -0.054
C -19.576 -10.217 5.566 0.9 0.2 0.1 -0.207
C -18.413 -9.860 6.505 -0.1 -0.3 -0.1 -0.244
O -17.896 -8.570 6.238 -0.1 -0.1 0.5 -0.199
C -16.866 -8.243 7.141 0.1 0.7 0.1 -0.124
H -24.594 -8.569 7.283 0.1 0.1 -0.2 0.088
H -24.329 -6.902 7.923 -0.2 -0.1 -0.1 0.088
H -24.115 -8.325 8.975 -0.3 0.1 0.0 0.079
H -22.340 -6.632 6.178 0.0 0.3 0.6 0.118
H -22.843 -8.174 5.633 -0.5 -0.4 0.5 0.120
H -20.235 -7.997 7.055 0.1 0.5 -0.1 0.110
H -20.335 -7.628 5.342 -0.2 -0.2 -0.3 0.122
H -21.068 -10.016 6.863 -0.4 -0.1 -0.1 0.102
H -19.269 -9.956 4.550 -0.3 0.3 0.0 0.117
H -19.612 -11.309 5.550 -0.4 0.0 0.2 0.111
H -17.569 -10.559 6.437 -0.2 -0.3 -0.2 0.117
H -18.806 -9.974 7.527 0.2 0.4 0.2 0.123
H -17.179 -8.195 8.190 -0.3 -0.3 0.0 0.088
H -16.536 -7.231 6.910 0.1 -0.1 -0.2 0.087
H -16.013 -8.924 7.078 0.0 -0.1 -0.1 0.085
C -22.584 -4.252 9.532 -0.1 0.1 0.4 -0.114
O -23.826 -4.501 10.150 -0.3 -0.1 0.0 -0.202
C -23.743 -5.369 11.274 -0.3 0.2 -0.3 -0.219
C -24.993 -6.245 11.329 0.8 -0.4 0.4 -0.196
N -24.684 -7.456 12.114 0.5 0.4 -1.2 -0.060
C -25.557 -8.575 11.726 -0.1 0.6 1.8 -0.201
C -25.027 -9.891 12.275 0.2 -0.1 -0.6 -0.208
O -25.153 -10.010 13.687 0.0 -0.1 -0.6 -0.179
C -26.134 -10.939 14.060 -0.1 -0.2 0.8 -0.133
H -22.751 -3.518 8.745 0.0 -0.1 0.0 0.086
H -22.172 -5.172 9.105 0.1 0.0 0.0 0.082
H -21.891 -3.822 10.265 0.2 -0.1 -0.1 0.086
H -23.675 -4.772 12.190 0.3 0.0 0.1 0.120
H -22.875 -6.026 11.196 0.0 0.0 0.0 0.117
H -25.204 -6.556 10.307 -0.3 0.2 0.0 0.094
H -25.820 -5.699 11.797 -0.2 0.1 -0.5 0.118
H -24.773 -7.193 13.086 -0.1 -0.6 0.2 0.111
H -25.687 -8.620 10.649 0.1 0.1 -0.1 0.084
H -26.508 -8.295 12.203 -0.6 -0.9 -0.4 0.114
H -23.971 -9.972 12.001 0.1 0.3 0.3 0.125
H -25.469 -10.749 11.761 -0.5 0.1 0.1 0.103
H -25.996 -11.950 13.658 0.3 0.2 -0.3 0.086
H -27.152 -10.626 13.797 0.0 0.1 0.0 0.084
H -26.042 -11.034 15.145 -0.3 0.1 0.0 0.086
C -35.170 -7.558 2.970 0.3 1.1 1.0 -0.053
C -33.745 -7.000 2.991 0.0 -0.1 -0.1 -0.446
C -32.779 -8.042 3.549 0.2 0.8 -0.2 -0.214
O -33.091 -8.375 4.884 -0.3 0.1 0.0 -0.185
C -32.147 -9.243 5.451 0.2 -0.8 0.6 -0.112
N -33.347 -6.651 1.628 0.0 -0.3 -0.6 0.029
H -35.835 -6.793 2.566 -0.1 -0.3 -0.5 0.074
H -35.494 -7.646 4.010 0.0 -0.4 0.0 0.076
H -35.201 -8.518 2.464 -0.2 0.1 -0.2 0.083
H -33.679 -6.078 3.577 -0.3 -0.3 0.6 0.113
H -31.781 -7.586 3.534 0.2 -0.3 -0.2 0.114
H -32.823 -8.910 2.885 0.2 -0.2 0.1 0.133
H -31.134 -8.841 5.556 0.0 0.2 -0.4 0.073
H -32.110 -10.209 4.935 0.1 0.1 -0.4 0.095
H -32.443 -9.519 6.466 -0.4 0.4 0.0 0.076
H -33.883 -5.854 1.310 -0.1 -0.1 0.0 0.070
H -32.373 -6.393 1.513 0.1 -0.1 0.3 0.066
```
Positions in Å, forces in eV/Å.